Computed, not measured: a cluster of 12 separate species, C48H60F36O24 in total, with ωB97M-V/def2-TZVPD.

Properties
ΔE to the lowest compared entry with this formula, charge and spin: 1.75 kcal/mol
SMILES string: CCOC(=O)C(F)(F)F.CCOC(=O)C(F)(F)F.CCOC(=O)C(F)(F)F.CCOC(=O)C(F)(F)F.CCOC(=O)C(F)(F)F.CCOC(=O)C(F)(F)F.CCOC(=O)C(F)(F)F.CCOC(=O)C(F)(F)F.CCOC(=O)C(F)(F)F.CCOC(=O)C(F)(F)F.CCOC(=O)C(F)(F)F.CCOC(=O)C(F)(F)F
Multiplicity: 1
Frontier orbital gap: 10.79 eV
Lowest unoccupied orbital energy: 0.10 eV

Positions of all 168 atoms, in Å:
C (5.237, -0.823, 2.121)
C (4.660, -1.509, 0.938)
O (5.705, -2.133, 0.206)
C (6.131, -3.383, 0.687)
O (5.666, -4.028, 1.602)
C (7.231, -3.957, -0.179)
F (8.344, -3.897, 0.500)
F (6.951, -5.303, -0.550)
F (7.436, -3.247, -1.347)
H (6.150, -0.244, 1.986)
H (5.518, -1.525, 2.906)
H (4.607, -0.089, 2.624)
H (4.290, -0.643, 0.390)
H (3.815, -2.185, 1.068)
C (-2.841, 1.894, -0.815)
C (-3.333, 0.608, -1.498)
O (-3.813, 0.821, -2.839)
C (-3.142, 0.355, -3.876)
O (-2.198, -0.408, -3.850)
C (-3.906, 0.718, -5.166)
F (-5.104, 0.004, -5.077)
F (-4.094, 2.076, -5.143)
F (-3.167, 0.326, -6.188)
H (-1.921, 2.196, -1.316)
H (-2.614, 1.556, 0.196)
H (-3.521, 2.732, -0.968)
H (-4.049, -0.001, -0.946)
H (-2.457, -0.041, -1.527)
C (0.742, 0.220, -5.652)
C (-0.039, -0.456, -6.774)
O (0.433, -0.146, -8.038)
C (1.559, -0.543, -8.637)
O (2.545, -1.051, -8.017)
C (1.641, -0.307, -10.158)
F (2.882, -0.029, -10.495)
F (1.302, -1.428, -10.804)
F (0.862, 0.702, -10.568)
H (1.723, -0.236, -5.522)
H (0.266, 0.220, -4.671)
H (0.709, 1.283, -5.889)
H (-1.009, 0.041, -6.820)
H (-0.290, -1.512, -6.670)
C (1.487, 1.877, 4.458)
C (1.365, 2.808, 5.699)
O (2.546, 3.508, 6.129)
C (3.072, 4.612, 5.500)
O (2.634, 5.228, 4.488)
C (4.261, 5.147, 6.282)
F (4.490, 4.461, 7.423)
F (5.406, 5.044, 5.477)
F (4.094, 6.433, 6.561)
H (2.207, 1.060, 4.505)
H (1.580, 2.421, 3.518)
H (0.539, 1.353, 4.334)
H (1.072, 2.104, 6.478)
H (0.479, 3.443, 5.714)
C (-0.580, -3.708, 5.025)
C (0.160, -2.972, 6.142)
O (-0.748, -2.046, 6.902)
C (-1.252, -0.965, 6.300)
O (-0.787, -0.426, 5.280)
C (-2.303, -0.216, 7.162)
F (-2.698, -0.992, 8.130)
F (-1.813, 0.898, 7.681)
F (-3.371, 0.034, 6.408)
H (0.106, -4.309, 4.427)
H (-1.233, -3.103, 4.395)
H (-1.216, -4.423, 5.547)
H (0.922, -2.327, 5.705)
H (0.699, -3.639, 6.815)
C (9.883, 3.676, -3.630)
C (9.021, 4.140, -2.422)
O (8.015, 3.163, -2.225)
C (6.715, 3.479, -2.237)
O (6.215, 4.567, -2.450)
C (5.843, 2.242, -1.944)
F (4.547, 2.569, -2.237)
F (6.206, 1.175, -2.767)
F (6.109, 1.968, -0.710)
H (10.289, 2.686, -3.424)
H (10.829, 4.181, -3.824)
H (9.215, 3.459, -4.464)
H (8.626, 5.115, -2.706)
H (9.490, 4.285, -1.449)
C (-6.416, -1.847, 2.162)
C (-5.240, -2.108, 3.007)
O (-5.643, -3.016, 3.994)
C (-4.776, -3.419, 4.915)
O (-3.598, -2.990, 5.023)
C (-5.436, -4.484, 5.748)
F (-6.513, -5.012, 5.193)
F (-4.494, -5.491, 5.979)
F (-5.769, -3.937, 6.914)
H (-6.279, -0.941, 1.571)
H (-7.316, -1.696, 2.759)
H (-6.604, -2.684, 1.491)
H (-4.860, -1.216, 3.506)
H (-4.421, -2.576, 2.461)
C (-7.841, 1.860, 6.094)
C (-6.928, 0.825, 5.539)
O (-5.792, 1.456, 4.876)
C (-5.867, 1.827, 3.553)
O (-6.819, 1.620, 2.782)
C (-4.617, 2.507, 3.026)
F (-5.024, 3.557, 2.255)
F (-3.717, 2.967, 3.914)
F (-4.005, 1.615, 2.194)
H (-8.650, 1.348, 6.614)
H (-8.261, 2.462, 5.287)
H (-7.306, 2.548, 6.749)
H (-7.529, 0.251, 4.834)
H (-6.550, 0.239, 6.376)
C (4.762, -2.158, -3.075)
C (3.588, -1.347, -3.246)
O (2.321, -1.987, -3.348)
C (1.787, -2.672, -2.312)
O (2.264, -2.687, -1.190)
C (0.515, -3.432, -2.773)
F (0.618, -4.723, -2.388)
F (-0.576, -2.876, -2.261)
F (0.354, -3.379, -4.066)
H (4.822, -2.830, -2.219)
H (5.681, -1.573, -3.048)
H (4.925, -2.837, -3.912)
H (3.737, -0.651, -4.072)
H (3.646, -0.652, -2.408)
C (-0.974, 3.570, -3.975)
C (-1.942, 4.528, -4.576)
O (-1.552, 5.365, -5.593)
C (-1.555, 5.016, -6.903)
O (-1.724, 3.871, -7.342)
C (-1.097, 6.206, -7.678)
F (-1.796, 7.284, -7.408)
F (0.198, 6.493, -7.350)
F (-1.139, 5.998, -9.035)
H (-0.392, 3.052, -4.737)
H (-1.466, 2.869, -3.301)
H (-0.225, 4.102, -3.388)
H (-2.270, 5.128, -3.727)
H (-2.897, 4.133, -4.924)
C (-1.626, -0.738, 2.114)
C (-0.266, -0.831, 1.324)
O (-0.203, 0.106, 0.206)
C (0.985, 0.623, -0.306)
O (2.059, 0.594, 0.293)
C (0.862, 1.372, -1.646)
F (1.976, 1.133, -2.424)
F (-0.246, 0.996, -2.248)
F (0.810, 2.713, -1.353)
H (-2.430, -0.376, 1.474)
H (-1.485, -0.170, 3.033)
H (-1.966, -1.714, 2.460)
H (-0.111, -1.880, 1.071)
H (0.507, -0.631, 2.066)
C (-0.620, -5.067, 1.485)
C (-2.173, -5.099, 1.569)
O (-2.771, -5.021, 0.233)
C (-3.144, -3.852, -0.246)
O (-3.094, -2.757, 0.356)
C (-3.844, -3.921, -1.637)
F (-3.434, -2.887, -2.388)
F (-3.387, -5.082, -2.230)
F (-5.191, -4.004, -1.495)
H (-0.147, -5.071, 2.467)
H (-0.257, -4.235, 0.881)
H (-0.207, -5.994, 1.086)
H (-2.470, -4.237, 2.167)
H (-2.495, -6.085, 1.904)

=====

Computed, not measured: a structure of composition C48H60N12, with ωB97M-V/def2-TZVPD.

Properties
ΔE to the lowest compared entry with this formula, charge and spin: 759.83 kcal/mol
Multiplicity: 1
Frontier orbital gap: 7.40 eV
Lowest unoccupied orbital energy: 0.55 eV

Positions of all 120 atoms, in Å:
N (0.326, -6.899, -0.030)
C (0.789, -6.879, -1.371)
C (0.757, -5.422, -1.939)
C (0.323, -4.630, -0.694)
C (0.047, -5.560, 0.422)
H (-0.002, -7.811, 0.663)
H (1.005, -7.821, -1.839)
H (1.001, -5.205, -3.049)
H (0.129, -3.640, -0.695)
H (-0.374, -5.389, 1.570)
N (1.347, 0.978, -0.045)
C (0.558, 0.484, -1.060)
C (-0.448, -0.438, -0.356)
C (-0.335, -0.331, 1.091)
C (0.990, 0.568, 1.271)
H (2.283, 1.540, -0.212)
H (0.837, 0.624, -2.078)
H (-1.014, -1.104, -0.841)
H (-0.818, -0.692, 2.114)
H (1.695, 1.045, 1.937)
N (4.473, -3.355, 0.729)
C (3.439, -2.774, -0.096)
C (3.720, -1.295, 0.204)
C (4.755, -1.115, 1.285)
C (5.301, -2.487, 1.490)
H (4.516, -4.398, 0.652)
H (2.745, -3.347, -0.760)
H (3.143, -0.478, -0.245)
H (5.266, -0.249, 1.659)
H (5.900, -2.927, 2.218)
N (-2.688, 2.734, 5.742)
C (-1.762, 1.664, 5.562)
C (-2.318, 0.832, 4.333)
C (-3.764, 1.218, 4.058)
C (-3.961, 2.450, 4.939)
H (-2.573, 3.579, 6.362)
H (-0.853, 1.647, 6.010)
H (-1.706, -0.088, 3.951)
H (-4.739, 0.644, 3.536)
H (-4.552, 3.258, 5.102)
N (2.640, 3.899, -0.068)
C (3.904, 3.354, -0.123)
C (4.073, 2.792, -1.575)
C (2.769, 2.875, -2.247)
C (1.827, 3.622, -1.245)
H (2.356, 4.401, 0.658)
H (4.626, 3.450, 0.685)
H (4.952, 2.383, -1.879)
H (2.713, 2.602, -3.219)
H (0.751, 3.954, -1.440)
N (-4.559, 1.137, 0.462)
C (-4.757, -0.239, 0.000)
C (-6.240, -0.661, 0.175)
C (-6.787, 0.713, 0.543)
C (-5.629, 1.774, 0.752)
H (-3.765, 1.384, 0.551)
H (-3.743, -0.898, -0.361)
H (-6.867, -1.451, -0.108)
H (-7.789, 0.773, 0.694)
H (-5.876, 2.827, 0.981)
N (-4.298, -3.790, -2.107)
C (-3.093, -3.549, -1.469)
C (-2.127, -2.829, -2.452)
C (-2.980, -2.568, -3.652)
C (-4.265, -3.186, -3.432)
H (-5.153, -4.440, -1.635)
H (-2.764, -4.082, -0.549)
H (-0.908, -2.622, -2.271)
H (-2.718, -1.985, -4.523)
H (-5.026, -3.020, -4.229)
N (-0.173, 1.404, -4.122)
C (0.191, 2.550, -4.665)
C (-1.042, 3.444, -4.555)
C (-2.184, 2.567, -3.893)
C (-1.461, 1.355, -3.618)
H (0.587, 0.643, -3.996)
H (1.043, 2.645, -5.022)
H (-1.188, 4.493, -4.743)
H (-3.225, 2.842, -3.667)
H (-1.880, 0.644, -3.011)
N (2.251, -0.275, -4.784)
C (2.605, -0.281, -3.390)
C (1.696, -1.289, -2.644)
C (0.876, -1.821, -3.815)
C (1.364, -1.252, -5.112)
H (2.532, 0.224, -5.529)
H (3.408, 0.263, -2.949)
H (1.790, -1.595, -1.666)
H (0.158, -2.610, -3.717)
H (1.134, -1.332, -6.245)
N (3.400, 5.217, 2.021)
C (4.149, 4.197, 2.532)
C (3.066, 3.199, 2.920)
C (1.723, 3.757, 2.503)
C (1.982, 5.151, 1.953)
H (3.595, 6.092, 1.777)
H (5.189, 4.072, 2.376)
H (3.292, 2.234, 3.209)
H (0.819, 3.166, 2.616)
H (1.403, 5.834, 1.434)
N (-1.666, 2.788, 0.273)
C (-2.252, 3.291, 1.496)
C (-3.434, 4.229, 1.157)
C (-3.638, 4.123, -0.359)
C (-2.459, 3.143, -0.832)
H (-1.032, 2.168, -0.034)
H (-1.968, 2.819, 2.382)
H (-4.006, 4.866, 1.859)
H (-4.237, 4.645, -1.104)
H (-2.312, 2.829, -1.815)
N (3.082, -3.275, 2.569)
C (1.800, -2.949, 2.781)
C (1.325, -3.528, 4.266)
C (2.674, -4.113, 4.829)
C (3.765, -3.952, 3.721)
H (3.631, -3.319, 1.786)
H (1.093, -2.441, 2.147)
H (0.295, -3.629, 4.572)
H (2.712, -4.548, 5.824)
H (4.825, -4.236, 3.779)

=====

Computed, not measured: a structure of composition C48H61Br2LuO4S3, with ωB97M-V/def2-TZVPD.

Properties
Multiplicity: 1
Frontier orbital gap (spin up / spin down): 4.05 / 4.79 eV
Lowest unoccupied orbital energy (spin up / spin down): 2.68 / 3.41 eV
Total charge: -2

Positions of all 119 atoms, in Å:
Lu (5.003, -22.136, 3.967)
C (3.581, -13.420, 6.809)
O (6.022, -20.426, 4.444)
C (6.266, -19.748, 3.294)
C (5.306, -18.801, 2.685)
C (3.908, -18.840, 3.213)
C (2.930, -19.451, 2.252)
C (2.376, -18.696, 1.265)
C (1.513, -19.232, 0.310)
C (1.353, -20.603, 0.289)
C (2.014, -21.451, 1.131)
C (1.748, -22.990, 0.925)
C (2.712, -23.780, 0.048)
C (2.897, -23.642, -1.368)
C (4.162, -23.885, -1.916)
C (5.141, -24.411, -1.022)
C (4.781, -24.790, 0.268)
C (5.866, -25.339, 1.098)
C (7.134, -24.491, 1.439)
C (8.248, -25.243, 1.729)
C (9.454, -24.646, 2.084)
C (9.471, -23.273, 2.094)
C (8.317, -22.468, 2.134)
C (8.415, -20.991, 2.677)
C (7.321, -20.005, 2.425)
C (7.569, -19.229, 1.252)
C (6.980, -17.990, 1.109)
C (5.750, -17.817, 1.756)
C (7.583, -16.820, 0.337)
C (9.094, -17.125, -0.042)
C (7.829, -15.667, 1.302)
C (6.399, -16.602, -0.746)
C (7.103, -23.171, 1.963)
O (5.927, -22.611, 2.011)
C (10.537, -25.544, 2.681)
C (10.904, -26.628, 1.618)
C (9.805, -26.252, 3.880)
C (11.772, -24.773, 3.070)
C (3.503, -24.656, 0.775)
O (3.214, -25.006, 2.066)
C (1.964, -25.650, 2.431)
C (4.413, -23.567, -3.391)
C (4.511, -22.046, -3.590)
C (3.271, -24.119, -4.271)
C (5.642, -24.233, -4.009)
C (2.640, -20.844, 2.242)
O (3.088, -21.631, 3.242)
C (0.802, -18.423, -0.725)
C (-0.770, -18.624, -0.637)
C (0.906, -16.880, -0.650)
C (1.357, -18.951, -2.045)
H (4.311, -12.604, 7.121)
H (2.517, -13.511, 6.919)
H (4.196, -14.340, 6.396)
H (3.977, -19.458, 4.120)
H (3.562, -17.817, 3.509)
H (2.654, -17.625, 1.237)
H (0.610, -20.961, -0.364)
H (1.692, -23.507, 1.867)
H (0.684, -23.052, 0.465)
H (2.129, -23.260, -2.046)
H (6.195, -24.498, -1.274)
H (5.496, -25.746, 2.052)
H (6.318, -26.213, 0.514)
H (8.166, -26.337, 1.773)
H (10.416, -22.781, 2.322)
H (8.745, -21.046, 3.726)
H (9.308, -20.557, 2.135)
H (8.258, -19.583, 0.441)
H (5.094, -16.981, 1.511)
H (9.624, -17.380, 0.942)
H (9.331, -17.799, -0.832)
H (9.535, -16.185, -0.369)
H (8.353, -16.069, 2.199)
H (8.476, -14.919, 0.893)
H (6.921, -15.172, 1.687)
H (5.895, -17.588, -0.981)
H (5.671, -15.864, -0.395)
H (6.783, -16.187, -1.710)
H (10.023, -27.230, 1.518)
H (11.149, -26.197, 0.648)
H (11.688, -27.328, 1.911)
H (9.112, -27.052, 3.522)
H (10.513, -26.773, 4.577)
H (9.222, -25.547, 4.463)
H (12.280, -24.250, 2.255)
H (11.562, -24.086, 3.917)
H (12.518, -25.512, 3.401)
H (2.267, -26.602, 2.954)
H (1.374, -24.986, 3.087)
H (1.246, -25.824, 1.594)
H (3.527, -21.576, -3.531)
H (5.143, -21.622, -2.812)
H (5.003, -21.798, -4.555)
H (2.345, -23.528, -4.214)
H (3.537, -24.103, -5.350)
H (3.047, -25.167, -4.017)
H (6.573, -23.793, -3.635)
H (5.629, -25.286, -3.779)
H (5.656, -24.071, -5.091)
H (-1.123, -18.050, 0.248)
H (-1.285, -18.266, -1.568)
H (-1.024, -19.691, -0.518)
H (0.850, -16.502, 0.368)
H (1.849, -16.595, -1.194)
H (0.039, -16.522, -1.219)
H (1.256, -20.022, -2.078)
H (0.835, -18.580, -2.919)
H (2.459, -18.752, -2.192)
Br (5.930, -24.465, 5.241)
C (1.694, -20.098, 9.584)
Br (2.290, -20.817, 8.097)
H (0.954, -20.846, 9.945)
H (1.763, -19.044, 9.359)
S (-0.446, -25.765, 6.471)
C (0.968, -26.598, 6.735)
S (2.106, -25.587, 7.393)
S (1.295, -28.371, 5.907)
H (0.200, -28.483, 5.633)